The following is a quantum chemistry calculation of a structure of composition C28H75NO14Ti at a distorted geometry, from OMol25.

Kohn-Sham gap (spin up / spin down)   6.73 / 7.37 eV
Net charge   +1
Spin multiplicity   4
HOMO (spin up / spin down)   -9.398 / -10.958 eV
Electronic energy   -3068.71336 Eh
ΔE to the lowest compared entry with this formula, charge and spin   252.8 kJ/mol

```
119
Properties=species:S:1:pos:R:3:forces:R:3:mulliken_spin:R:1
Ti 17.8186 15.4059 15.0273 -2.11 -0.31 -0.92 3.33
N 16.5745 13.4472 17.8163 0.63 -0.46 0.79 0.07
H 16.8649 12.4838 17.7300 -0.17 -0.58 0.28 0.01
H 15.9862 13.6499 18.6119 -0.03 -0.12 0.45 0.00
H 16.1183 13.7123 16.9550 -1.17 0.58 -2.29 -0.05
H 17.4206 13.9988 17.8163 0.58 0.57 0.28 0.10
C 13.5574 15.1300 15.6463 1.17 0.09 0.31 0.00
C 14.4649 14.0959 14.9086 -1.36 1.75 -0.31 -0.23
C 14.3019 14.2749 13.3814 -1.09 -1.25 0.63 0.03
O 15.7872 14.2267 15.2923 2.65 0.64 0.90 -0.39
H 13.9544 16.1346 15.5005 -0.31 0.30 -0.76 0.02
H 13.7209 15.0715 16.7224 -0.27 -0.65 0.31 0.01
H 12.4894 15.0462 15.4451 0.18 0.14 -0.20 0.00
H 14.0448 13.1531 15.2591 0.19 -0.66 -0.45 0.00
H 14.6515 15.2326 12.9959 0.54 -0.18 0.08 0.01
H 13.2562 14.2234 13.0780 -0.42 0.31 0.33 0.00
H 14.6339 13.3582 12.8939 0.94 0.37 -0.36 0.00
C 15.6184 17.0354 18.0903 0.74 0.54 0.65 0.08
O 16.8105 16.8523 18.8489 0.02 -0.04 0.48 0.01
H 14.8567 17.3229 18.8151 -0.29 -0.82 -0.03 0.00
H 15.6678 17.9481 17.4964 0.27 -0.14 -0.58 0.01
H 15.4602 16.1335 17.4991 -0.74 0.29 -0.14 -0.03
H 17.4859 16.4016 18.3368 0.11 0.20 -0.36 0.06
C 15.0056 13.8190 7.1148 -0.91 0.99 0.46 0.00
O 14.6070 14.4153 8.4047 -0.10 -0.67 -2.08 0.00
C 15.1324 13.7544 9.5239 -0.80 0.44 0.67 0.00
C 14.4551 12.4295 9.9573 0.24 -0.34 0.53 0.00
O 13.1102 12.4846 10.4378 0.58 0.40 -0.63 0.00
C 12.1591 12.5068 9.4042 -0.79 0.50 -0.42 0.00
H 16.0724 13.9455 6.9305 0.19 -0.65 0.42 0.00
H 14.5597 14.3644 6.2830 -0.31 0.65 0.46 0.00
H 14.5635 12.8368 6.9475 0.63 -0.42 0.53 0.00
H 14.9517 14.4518 10.3419 -0.13 0.09 0.21 0.00
H 16.2178 13.7621 9.4242 0.32 -0.96 0.06 0.00
H 14.9363 12.0386 10.8538 0.74 0.17 -0.11 0.00
H 14.5385 11.6415 9.2089 -0.03 0.02 -0.32 0.00
H 11.1866 12.2238 9.8070 0.11 -0.08 0.14 0.00
H 12.3882 11.8493 8.5656 0.26 -0.39 0.12 0.00
H 12.0544 13.4989 8.9650 0.05 0.25 0.05 0.00
C 8.8177 10.1407 14.4901 -0.90 0.67 0.09 0.00
O 10.0784 10.3179 13.9193 1.07 0.28 0.01 0.00
C 10.5281 11.6683 13.7220 -1.41 -0.94 0.50 0.00
C 10.8503 12.4566 14.9859 0.62 0.71 -0.11 0.00
O 9.8521 12.6815 15.9913 0.08 -0.60 -1.22 0.00
C 10.3833 13.2327 17.1721 0.07 -0.87 0.07 0.00
H 8.7244 10.5820 15.4824 0.24 -0.21 0.22 0.00
H 8.5530 9.0835 14.5088 0.32 0.03 -0.01 0.00
H 8.0662 10.6605 13.8959 -0.28 0.02 -0.30 0.00
H 9.8142 12.2220 13.1123 -0.22 -0.02 -0.25 0.00
H 11.4526 11.5040 13.1685 0.08 0.53 0.00 0.00
H 11.1594 13.4511 14.6641 0.10 0.30 -0.45 0.00
H 11.7965 12.0165 15.3008 -0.10 -0.33 1.23 0.00
H 10.9152 14.1752 17.0416 -0.04 0.20 -0.24 0.00
H 11.0712 12.4790 17.5552 0.32 0.16 0.50 0.00
H 9.5643 13.3546 17.8810 0.04 0.08 -0.13 0.00
C 20.1933 10.6340 15.1781 -0.56 0.34 0.64 -0.01
O 18.7822 10.4713 15.0731 0.45 -0.13 -0.09 0.00
C 18.2834 11.1948 13.9799 -0.50 -0.13 0.25 -0.12
C 16.7846 10.9930 13.8751 0.16 -0.94 0.22 -0.03
O 16.4794 9.5952 13.7840 -0.17 -0.21 -0.40 0.00
C 16.8988 8.8593 12.6354 0.70 0.26 -0.67 0.00
H 20.7346 10.3288 14.2826 -0.05 -0.32 -0.01 0.00
H 20.5049 10.1090 16.0811 0.11 -0.25 -0.33 0.00
H 20.4096 11.6881 15.3517 0.17 0.32 -0.06 0.01
H 18.7537 10.8680 13.0525 0.20 -0.03 -0.21 0.00
H 18.5184 12.2482 14.1325 0.00 0.51 -0.13 0.15
H 16.3553 11.6371 13.1077 0.09 -0.30 -0.82 0.01
H 16.2402 11.3544 14.7475 0.30 -0.26 0.40 0.01
H 16.6405 7.8006 12.6129 -1.21 0.28 0.71 0.00
H 17.9649 8.6851 12.4900 0.68 0.88 0.60 0.00
H 16.5823 9.3229 11.7010 -0.42 0.10 -0.03 0.00
C 7.7584 14.4907 13.2749 0.13 0.06 0.54 0.00
O 8.6407 14.6759 12.2230 1.44 1.78 -1.93 0.00
C 9.6887 15.6402 12.5382 0.41 -1.23 -0.69 0.00
C 10.7925 15.6914 11.4151 -1.74 0.39 1.26 0.00
O 11.8059 16.6054 11.8698 -0.81 -0.80 0.28 0.00
C 12.9253 16.5697 10.9902 -1.51 -0.81 0.50 0.00
H 8.4072 14.0516 14.0328 -0.90 -0.39 0.88 0.00
H 6.9115 13.8935 12.9369 0.39 -0.47 0.09 0.00
H 7.2991 15.4115 13.6346 0.22 0.37 0.14 0.00
H 10.2293 15.2198 13.3862 0.00 0.29 0.56 0.00
H 9.3041 16.6302 12.7833 -0.19 -0.01 -0.08 0.00
H 10.3424 15.9882 10.4678 0.12 0.37 -0.18 0.00
H 11.0778 14.6461 11.2971 0.85 -0.03 -0.01 0.00
H 13.1170 15.5012 10.8919 0.75 0.02 -0.53 0.00
H 13.7516 17.0831 11.4819 -0.06 0.21 -0.40 0.00
H 12.5340 16.9768 10.0579 0.94 0.23 -0.37 0.00
C 17.9457 14.6280 12.0030 -1.08 -1.16 -0.74 0.05
O 18.7322 15.4748 12.7325 2.40 2.72 1.88 0.02
C 18.9859 16.8378 12.2426 -1.82 -0.12 0.65 0.01
C 17.7062 17.7131 12.5840 0.15 -0.49 -0.22 0.00
O 17.2219 17.5300 13.9325 2.74 -2.03 0.02 -0.06
C 16.0946 18.2066 14.3605 -1.43 0.27 0.11 -0.08
H 18.2232 14.5346 10.9531 0.20 0.18 -0.09 0.01
H 16.8985 14.9214 12.0772 -0.27 -0.24 -0.14 0.00
H 18.1183 13.6716 12.4965 -0.45 -0.26 -0.34 -0.04
H 19.1515 16.7816 11.1668 -0.40 0.13 -0.12 0.00
H 19.9084 17.2662 12.6343 -0.11 -0.52 0.63 0.00
H 16.9259 17.3556 11.9121 -0.23 0.32 -0.16 -0.01
H 17.8897 18.7799 12.4560 0.10 -0.03 -0.33 0.00
H 15.9291 17.9590 15.4090 0.39 0.29 0.07 0.08
H 15.2003 17.8029 13.8858 -0.17 0.22 -0.49 -0.02
H 16.1756 19.2828 14.2075 -0.03 0.04 0.06 0.00
C 12.1428 17.9856 17.6499 -0.61 0.06 -0.15 0.00
O 11.4483 18.7152 16.6077 1.45 -0.98 -0.16 0.00
C 12.2068 19.0598 15.4249 -0.25 1.05 0.65 0.00
C 12.9925 20.3802 15.5288 -0.83 -1.14 -0.11 0.00
O 12.0751 21.4163 15.7176 1.41 1.16 0.16 0.00
C 12.7241 22.7123 15.8440 -1.28 -0.22 -0.18 0.00
H 11.4706 17.2840 18.1438 -0.60 0.09 -0.34 0.00
H 12.4687 18.6104 18.4814 0.33 0.49 -0.30 0.00
H 12.9501 17.3311 17.3212 0.26 0.39 -0.51 0.00
H 11.4796 19.1934 14.6240 -0.26 0.08 0.19 0.00
H 12.9102 18.3420 15.0028 0.04 -0.84 0.67 0.00
H 13.5034 20.4253 14.5670 0.19 0.48 -0.44 0.00
H 13.7829 20.3467 16.2786 0.00 0.03 0.50 0.00
H 11.9040 23.4017 15.6432 0.24 0.21 0.05 0.00
H 13.5274 22.9076 15.1336 -0.03 -0.41 -0.34 0.00
H 13.1205 22.9391 16.8338 -0.08 -0.46 0.27 0.00
```
Forces are in eV/Å.